Entry 1:
C19H25N3O2PS4SbTc | ωB97M-V with the def2-TZVPD basis set

HOMO level (alpha / beta)   -0.5729 / -0.5729 Eh
Energy above the lowest of the compared OMol25 structures with the same formula, charge and spin   44.8 kJ/mol
Frontier orbital gap (alpha / beta)   3.762 / 3.759 eV
Net charge   +3

XYZ file:
```
56
C19H25N3O2PS4SbTc ωB97M-V with the def2-TZVPD basis set
Tc -0.5986 -0.1634 -0.1044
O 4.9067 -0.9647 0.1580
C 4.3894 -1.9953 0.7959
C 5.2885 -2.8955 1.3846
C 4.8397 -3.9871 2.0833
C 3.4610 -4.2263 2.2333
C 2.5600 -3.3690 1.6730
C 2.9864 -2.2397 0.9333
C 2.0103 -1.3635 0.3843
O 0.7276 -1.5127 0.6218
N 2.3572 -0.3111 -0.3614
N 1.3212 0.4323 -0.6584
C 1.4087 1.5885 -1.2437
C 0.1982 2.3508 -1.3621
C 0.1689 3.6417 -1.8749
C -1.0384 4.3212 -1.9346
C -2.1876 3.6772 -1.4910
C -2.0889 2.3988 -0.9748
N -0.9253 1.7390 -0.8943
H 4.2342 -0.3803 -0.2244
H 6.3425 -2.6935 1.2538
H 5.5462 -4.6763 2.5248
H 3.1203 -5.0919 2.7825
H 1.4986 -3.5534 1.7678
H 2.3669 1.9737 -1.5707
H 1.0872 4.1030 -2.2116
H -1.0761 5.3294 -2.3242
H -3.1551 4.1542 -1.5513
H -2.9735 1.8733 -0.6390
S -1.3464 -0.8200 -5.2695
Sb -3.8634 -0.3601 -4.9909
S -0.4782 -0.0045 -3.6715
S -1.2677 -1.0187 -2.1114
S -3.7748 -0.2222 -2.7512
C -2.3477 -4.7352 1.0642
C -1.6090 -3.6370 0.2896
P -1.8007 -1.9811 1.0217
C -3.5720 -1.5542 0.9159
C -3.8555 -0.1327 1.4219
C -1.2900 -2.0807 2.7665
C -0.9747 -0.7075 3.3724
H -2.1540 -5.6910 0.5801
H -3.4261 -4.5832 1.0605
H -2.0031 -4.8122 2.0942
H -1.9735 -3.5867 -0.7400
H -0.5386 -3.8523 0.2522
H -4.1347 -2.2857 1.4997
H -3.8663 -1.6615 -0.1320
H -3.8713 -0.0987 2.5086
H -4.8301 0.2080 1.0771
H -3.0959 0.5799 1.0694
H -0.4065 -2.7205 2.7960
H -2.0842 -2.5802 3.3266
H -0.3577 -0.1048 2.6914
H -0.4200 -0.8200 4.3018
H -1.8795 -0.1510 3.6068
```

***

Entry 2:
C19H25N3O5 | ωB97M-V with the def2-TZVPD basis set

HOMO level   -0.3158 Eh
Energy above the lowest of the compared OMol25 structures with the same formula, charge and spin   113.0 kJ/mol
Frontier orbital gap   9.213 eV
Net charge   0

XYZ file:
```
52
C19H25N3O5 ωB97M-V with the def2-TZVPD basis set
C -0.5796 -1.9545 -3.1513
O -1.6424 -1.9303 -2.2248
C -1.3382 -1.9563 -0.8927
C -2.4251 -2.0447 -0.0211
C -2.2208 -2.0417 1.3428
C -0.9378 -1.9575 1.8592
C 0.1484 -1.8936 1.0021
C 1.5595 -1.8602 1.5258
N 2.3387 -0.7725 0.9620
C 2.0865 0.5214 1.5590
C 2.6496 1.6876 0.7421
C 1.7902 2.0032 -0.4842
O 2.1594 1.8775 -1.6340
N 0.5827 2.5262 -0.1610
C -0.4316 2.6828 -1.1745
C -1.2839 1.4140 -1.3314
N -2.3626 1.3230 -0.3708
C -3.7231 1.0668 -0.7844
C -4.4239 0.8511 0.5660
O -3.4009 0.9357 1.5449
C -2.2106 1.1813 0.9666
O -1.1888 1.2948 1.5977
C 4.0932 1.3591 0.3673
C 4.1432 0.0832 -0.4615
C 3.3167 -1.0632 0.0730
O 3.4979 -2.2041 -0.3205
C -0.0528 -1.8875 -0.3737
H 0.0502 -2.8379 -3.0144
H 0.0403 -1.0548 -3.0817
H -1.0479 -1.9931 -4.1337
H -3.4157 -2.1317 -0.4415
H -3.0657 -2.1045 2.0123
H -0.7856 -1.9496 2.9274
H 2.0709 -2.7857 1.2381
H 1.5584 -1.7742 2.6171
H 2.5472 0.5437 2.5588
H 1.0043 0.6202 1.6929
H 2.6240 2.5803 1.3769
H 0.2298 2.3930 0.7792
H -1.0641 3.5369 -0.9224
H 0.0903 2.8757 -2.1152
H -0.6232 0.5469 -1.2266
H -1.7398 1.3938 -2.3214
H -4.1293 1.9244 -1.3307
H -3.7723 0.1804 -1.4254
H -4.8947 -0.1319 0.6461
H -5.1683 1.6231 0.7816
H 4.6768 1.2383 1.2832
H 4.5252 2.1794 -0.2078
H 5.1680 -0.2753 -0.5717
H 3.7640 0.2948 -1.4647
H 0.8124 -1.8439 -1.0165
```

***

Entry 3:
C19H25N4O8 | ωB97M-V with the def2-TZVPD basis set

HOMO level   -0.1617 Eh
Frontier orbital gap   6.709 eV
Net charge   -1

XYZ file:
```
56
C19H25N4O8 ωB97M-V with the def2-TZVPD basis set
O -5.9677 4.1275 -0.4213
O -0.4551 -2.9359 1.0006
O -3.1685 1.9319 2.5713
O 1.7140 3.2644 -0.8281
O 1.4570 -0.3966 2.0267
O 1.5937 -3.4187 -3.2487
O 3.5111 1.9988 -0.5147
O 1.1211 -1.1866 4.1123
C -5.2777 4.2361 0.5849
C 0.5088 -2.7407 0.2740
C -2.2857 1.6628 1.7580
C 2.2985 2.1589 -0.7842
C 0.7168 -0.5555 2.9798
C 2.1590 -2.6711 -2.4557
C -2.0536 1.1786 -1.9892
C -2.7984 2.2489 -2.4786
C -1.9249 0.9900 -0.6111
C -3.4397 3.1051 -1.5834
C -2.5282 1.8647 0.3068
C -3.3365 2.9123 -0.1962
N -3.9867 3.7569 0.7045
N 3.4629 -2.8020 -2.1699
N -1.3730 0.0310 4.2655
N 0.3790 -1.9452 -0.7845
C 1.8275 -3.4078 0.6026
C 4.3279 -3.8428 -2.7197
C -0.8828 1.3719 2.3008
C 1.4476 0.9239 -1.1060
C -0.7521 -0.0343 2.9195
C 2.2582 -0.3562 -1.3244
C 1.3700 -1.5249 -1.7980
H 2.0462 -1.4101 3.9313
H -5.7270 4.7042 1.4552
H -1.5561 0.5032 -2.6779
H -2.8827 2.4112 -3.5487
H -1.3391 0.1540 -0.2451
H -4.0209 3.9326 -1.9747
H -3.6863 3.6317 1.6709
H 3.8711 -2.1184 -1.5474
H -1.1791 -0.8291 4.7811
H -1.0288 0.8393 4.7812
H -0.5505 -1.5807 -0.8977
H 1.7411 -3.8924 1.5722
H 2.6112 -2.6569 0.6487
H 2.0517 -4.1565 -0.1530
H 5.3691 -3.6363 -2.4692
H 4.2172 -3.8758 -3.8054
H 4.0398 -4.8123 -2.3104
H -0.1671 1.4994 1.4889
H -0.6315 2.1299 3.0462
H 0.8697 1.1206 -2.0121
H 0.7582 0.7500 -0.2895
H -1.3004 -0.7534 2.3005
H 2.7822 -0.6297 -0.4092
H 2.9967 -0.1511 -2.1009
H 0.7925 -1.1189 -2.6282
```

***

Entry 4:
C19H25N5O3 | ωB97M-V with the def2-TZVPD basis set

HOMO level   -0.3242 Eh
Energy above the lowest of the compared OMol25 structures with the same formula, charge and spin   246.0 kJ/mol
Frontier orbital gap   9.023 eV
Net charge   0

XYZ file:
```
52
C19H25N5O3 ωB97M-V with the def2-TZVPD basis set
C 0.9467 -3.0466 -1.4241
C 0.8894 -3.7595 -0.0732
C 1.5986 -5.1084 -0.1203
O 1.5622 -2.9905 0.9202
C 1.0052 -1.8616 1.4111
C 1.8806 -1.0198 2.1057
C 1.4242 0.1404 2.6934
C 0.0898 0.4902 2.5956
C -0.7907 -0.3239 1.8879
C -2.1975 0.1367 1.8021
O -2.7341 0.6666 2.7488
C -2.9357 -0.0194 0.4635
C -4.0520 1.0327 0.3635
C -3.5542 2.2730 -0.3901
C -2.0715 2.5282 -0.1304
N -1.2825 1.3986 -0.5879
C 0.0645 1.3635 -0.5988
O 0.6838 0.3569 -0.9045
C 0.7783 2.6516 -0.2190
C 2.2933 2.4372 -0.2320
N 2.7634 2.2507 -1.5738
C 3.1524 1.1355 -2.2271
N 3.4540 1.4644 -3.4565
N 3.2440 2.7716 -3.5514
N 2.8347 3.2537 -2.4542
C -2.0046 0.1498 -0.7370
C -0.3360 -1.5048 1.3082
H 1.9601 -3.0837 -1.8161
H 0.2783 -3.5267 -2.1336
H 0.6683 -2.0000 -1.3195
H -0.1558 -3.9228 0.2260
H 1.1438 -5.7391 -0.8787
H 2.6483 -4.9624 -0.3597
H 1.5294 -5.6037 0.8446
H 2.9172 -1.3111 2.1714
H 2.1110 0.7773 3.2315
H -0.2836 1.3928 3.0557
H -3.3643 -1.0269 0.4613
H -4.9218 0.6208 -0.1482
H -4.3545 1.3066 1.3758
H -4.1200 3.1500 -0.0755
H -3.7068 2.1533 -1.4639
H -1.7574 3.4314 -0.6619
H -1.9161 2.6920 0.9443
H 0.5196 3.4438 -0.9251
H 0.4644 2.9583 0.7796
H 2.5450 1.5449 0.3456
H 2.7964 3.3133 0.1858
H 3.1850 0.1604 -1.7945
H -2.5919 0.1567 -1.6608
H -1.2595 -0.6404 -0.8146
H -1.0413 -2.1517 0.8107
```

***

no.,E (Eh)
1,-3307.92496
2,-1279.55405
3,-1560.09981
4,-1238.49960